Entry 1:
{
  "formula": "C17H4CaCl5F5INOS",
  "method": "wB97M-V/def2-TZVPD",
  "symbols": ["Ca", "Cl", "C", "C", "Cl", "C", "Cl", "C", "O", "C", "Cl", "C", "Cl", "I", "C", "C", "C", "C", "C", "N", "H", "H", "H", "H", "F", "C", "C", "F", "C", "F", "C", "S", "C", "F", "C", "F"],
  "positions_angstrom": [[0.18494, -0.05911, 0.45221], [5.32990, 5.19962, 0.05419], [3.91716, 4.22524, 0.16442], [4.02487, 2.85173, 0.36463], [5.57080, 2.11558, 0.50142], [2.87872, 2.07688, 0.45726], [2.98061, 0.36611, 0.67957], [1.58233, 2.61653, 0.35963], [0.52609, 1.87045, 0.46231], [1.51189, 4.00746, 0.14178], [-0.05734, 4.69931, -0.01748], [2.64869, 4.79794, 0.05116], [2.50131, 6.49080, -0.19181], [-2.82720, -2.48888, 0.64268], [-3.22502, -0.45656, 0.26072], [-4.53258, -0.04645, 0.07411], [-4.76058, 1.30386, -0.14656], [-3.68188, 2.17169, -0.18140], [-2.41002, 1.66125, 0.01087], [-2.17948, 0.35831, 0.23787], [-5.34529, -0.75645, 0.10071], [-5.77095, 1.66688, -0.28106], [-3.80440, 3.23133, -0.35438], [-1.53788, 2.30002, -0.00094], [0.51481, -6.67176, 0.89273], [0.53004, -5.47414, 0.31164], [0.42470, -5.35381, -1.06762], [0.29856, -6.45212, -1.80803], [0.45157, -4.11110, -1.66858], [0.34231, -4.05424, -2.99160], [0.56561, -2.91625, -0.93958], [0.53332, -1.37612, -1.72666], [0.67240, -3.09643, 0.43703], [0.74527, -1.98355, 1.25567], [0.65207, -4.32538, 1.06599], [0.74464, -4.38862, 2.39713]],
  "mulliken_charge": [1.5243, -0.1910, 0.4872, -0.3078, -0.1760, 0.9401, -0.2599, -0.2422, -1.0913, 0.4836, -0.2078, -0.1472, -0.1770, 0.1459, 0.0885, -0.5451, -0.2639, -0.6435, 0.2628, -0.4343, 0.3828, 0.4045, 0.4525, 0.0002, -0.3050, 0.7210, 0.1034, -0.2867, 0.2696, -0.3287, 0.3624, -0.4801, 0.4480, -0.3592, -0.3224, -0.3080],
  "max_force_ev_per_a": 2.802,
  "homo_ev": -8.006,
  "e_above_lowest_kcal_mol": 0.0
}

Entry 2:
{
  "formula": "H27O13",
  "method": "wB97M-V/def2-TZVPD",
  "symbols": ["O", "H", "H", "O", "H", "H", "O", "H", "O", "H", "H", "O", "H", "H", "O", "H", "H", "O", "H", "H", "O", "H", "H", "O", "H", "H", "O", "H", "H", "O", "H", "H", "O", "H", "H", "O", "H", "H", "H", "H"],
  "positions_angstrom": [[-0.92948, -1.56463, -1.43480], [-0.89546, -0.59724, -1.33605], [-1.23328, -1.28725, -2.35918], [-0.84589, -2.40620, 2.05605], [-0.82250, -3.36287, 1.93668], [1.66751, -0.09248, -2.26137], [0.75112, -2.61827, 0.08294], [-3.30344, 1.55856, -0.42665], [-0.82262, 2.18612, 2.32126], [1.46072, 0.17857, 0.62840], [-0.29179, 2.81396, 2.81050], [-0.37756, -0.21177, 3.86457], [0.55390, 0.03470, 3.97488], [-0.79792, 0.57557, 3.46880], [1.88523, 2.31399, -2.00664], [2.04946, 3.13420, -1.52844], [1.02771, 2.45852, -2.42973], [-1.94848, 0.88133, -2.58026], [-1.81398, 1.77445, -2.93986], [-2.80570, 0.49761, -2.78297], [-3.08252, 1.76562, 0.48613], [-2.21913, 1.29696, 0.44815], [1.51243, -2.84496, -2.96930], [0.57097, 0.11517, 0.94997], [0.39110, -2.39300, -0.98311], [0.66575, -0.15058, 1.87934], [-0.69978, 3.20073, -2.23903], [-0.74762, 2.78606, -1.37460], [-0.53632, 4.14136, -2.28207], [1.29604, -0.22932, -1.36808], [-1.55545, 2.52642, 1.79860], [2.08226, -0.12188, -0.82422], [2.63813, -1.13506, 2.65634], [2.44212, -1.48682, 3.56385], [3.25377, -0.40016, 2.63366], [1.24064, -3.43928, -2.24705], [0.32921, -3.44687, -2.57143], [-1.72898, -2.16270, 2.33257], [1.54819, -2.07320, 0.34204], [0.09163, -2.21538, 0.71008]],
  "mulliken_charge": [-0.6381, 0.1385, 0.3702, -0.6264, 0.2919, 0.2025, -0.5417, 0.3320, -0.5646, 0.1773, 0.2517, -0.6325, 0.2539, 0.3904, -0.6128, 0.2591, 0.3887, -0.6345, 0.3231, 0.2810, -0.6452, 0.2909, 0.3263, -0.4010, 0.7440, 0.1440, -0.7030, 0.4000, 0.2737, -0.3019, 0.2934, 0.2245, -0.6038, 0.3077, 0.3139, -0.6693, 0.3301, 0.2825, 0.3664, 0.6170],
  "max_force_ev_per_a": 3.559,
  "homo_ev": -13.839,
  "e_above_lowest_kcal_mol": 66.8,
  "charge": 1
}

Entry 3:
{
  "formula": "C13H16N2O5",
  "method": "wB97M-V/def2-TZVPD",
  "symbols": ["C", "C", "C", "C", "C", "C", "C", "C", "C", "C", "C", "C", "C", "H", "H", "H", "H", "H", "H", "H", "H", "H", "H", "H", "H", "H", "H", "H", "H", "N", "N", "O", "O", "O", "O", "O"],
  "positions_angstrom": [[-0.88586, -0.91032, -0.24955], [0.59432, -0.96708, -0.30123], [-1.38367, -0.53601, 1.18864], [-2.83479, 0.07295, 0.81710], [-3.99970, -0.79846, 0.91515], [-2.83022, 1.45528, -0.01539], [-5.12776, -0.25888, 0.38364], [-4.13232, 1.91737, -0.46193], [-5.25540, 1.07779, -0.23749], [2.56136, 0.39002, 0.01016], [3.11322, 1.84141, 0.05827], [3.79402, -0.60998, -0.49318], [5.02122, -0.40211, 0.27783], [-1.46000, -2.05017, -1.97079], [-0.26820, -3.09118, -0.53583], [-1.21642, -0.07470, -1.07224], [-0.75706, 0.36501, 1.33188], [-1.44488, -1.51657, 1.98168], [-3.85014, -1.92810, 1.08358], [-1.68686, 1.99140, -0.58765], [-5.93710, -0.96709, 0.43492], [-4.13769, 2.81170, -1.44591], [-6.23782, 1.35792, -0.81781], [0.78307, 1.01697, -0.62824], [2.37071, 0.07691, 1.12297], [4.06376, -0.84031, -1.66784], [3.62315, -1.72196, -0.13525], [6.67406, -1.11661, 0.16936], [2.22665, 3.53961, 0.85168], [-1.39682, -2.34143, -0.70083], [1.41971, 0.11963, -0.88695], [1.11066, -1.79186, 0.33426], [4.12445, 2.36540, -0.17329], [5.32075, -0.17924, 1.46829], [5.99117, -0.86790, -0.49339], [2.05040, 2.57059, 0.44537]],
  "mulliken_charge": [0.1698, -0.0019, -0.4299, 0.3915, -0.5735, -0.1848, -0.2769, -0.2814, -0.3426, 0.6721, 0.2569, -0.3475, 0.4299, 0.3339, 0.3810, 0.3351, 0.2934, 0.2773, 0.2457, 0.0866, 0.3520, 0.1737, 0.2411, 0.2932, 0.2390, 0.2403, 0.2610, 0.3345, 0.3683, -0.7348, -0.5389, -0.5293, -0.4922, -0.6549, -0.4582, -0.5296],
  "max_force_ev_per_a": 5.476,
  "homo_ev": -8.688,
  "e_above_lowest_kcal_mol": 256.1
}

Entry 4:
{
  "formula": "C5H12O2",
  "method": "wB97M-V/def2-TZVPD",
  "symbols": ["C", "C", "C", "O", "C", "C", "O", "H", "H", "H", "H", "H", "H", "H", "H", "H", "H", "H", "H"],
  "positions_angstrom": [[2.37564, -0.47705, 0.72425], [1.57409, 0.20805, -0.38179], [0.28723, -0.47828, -0.76109], [-0.44722, 0.10579, 1.92615], [-0.61600, 0.04079, -1.58981], [-2.86484, 0.18939, -0.15912], [-2.69737, 1.08215, 0.64023], [3.39479, -0.07873, 0.76155], [1.91464, -0.35881, 1.70782], [2.44842, -1.55354, 0.53066], [2.18025, 0.21228, -1.29657], [1.39038, 1.26576, -0.14666], [0.16206, -1.50049, -0.40302], [0.12329, 0.87542, 1.81781], [-1.41713, -0.56697, -1.99921], [-0.56595, 1.07539, -1.92539], [-2.57920, -0.85658, 0.04705], [-3.34683, 0.37519, -1.13483], [-1.31624, 0.44023, 1.64198]],
  "mulliken_charge": [-1.0993, -0.5179, 0.3375, -0.6264, -1.2984, -0.1702, -0.5191, 0.3375, 0.2683, 0.2918, 0.3615, 0.2972, 0.2776, 0.3126, 0.5215, 0.2707, 0.2998, 0.3276, 0.3276],
  "max_force_ev_per_a": 0.532,
  "homo_ev": -9.486,
  "e_above_lowest_kcal_mol": 52.7,
  "smiles": "C=CCC.C=O.O"
}

Entry 5:
{
  "formula": "C16H31F6O3PPdSbSi2",
  "method": "wB97M-V/def2-TZVPD",
  "symbols": ["Pd", "C", "Si", "C", "C", "C", "C", "C", "C", "C", "Si", "C", "C", "H", "H", "H", "H", "H", "H", "H", "H", "H", "H", "H", "H", "H", "H", "H", "H", "C", "C", "O", "P", "O", "C", "C", "O", "C", "C", "H", "H", "H", "H", "H", "H", "H", "H", "H", "H", "H", "H", "H", "H", "H", "F", "Sb", "F", "F", "F", "F", "F"],
  "positions_angstrom": [[-0.08976, 0.10647, 0.03336], [1.84366, -0.86582, -2.90735], [1.75370, 0.32628, -1.38145], [3.54774, 0.22324, -0.68097], [1.75956, 2.02829, -2.28309], [2.69612, 2.42259, -3.24038], [2.63393, 3.67353, -3.83853], [1.62090, 4.55578, -3.47977], [0.68516, 4.17428, -2.52830], [0.73733, 2.91775, -1.92211], [-0.49650, 2.29529, -0.57954], [-2.20190, 2.59828, -1.43909], [-0.40663, 3.71174, 0.72722], [2.63806, -0.58529, -3.60883], [0.90219, -0.83560, -3.45076], [2.02366, -1.89564, -2.58446], [4.30462, 0.47233, -1.43298], [3.76060, -0.78106, -0.30659], [3.65472, 0.91753, 0.15424], [3.49410, 1.74017, -3.52419], [3.37188, 3.96592, -4.57978], [1.56703, 5.53799, -3.94010], [-0.10050, 4.87299, -2.25047], [-2.28796, 3.60748, -1.85874], [-3.01766, 2.45105, -0.72690], [-2.33856, 1.88044, -2.25198], [-0.52051, 4.70133, 0.27041], [0.55599, 3.68022, 1.24054], [-1.18976, 3.59466, 1.48000], [-2.47435, -2.49864, -3.77036], [-1.63582, -1.89449, -2.66532], [-2.01482, -2.49692, -1.42558], [-1.77509, -1.59947, -0.06383], [-1.82440, -2.80108, 1.02437], [-0.63044, -3.54796, 1.27440], [-0.77602, -4.95729, 0.73152], [-3.31257, -1.10769, 0.18875], [-4.39235, -2.00859, 0.39811], [-5.46616, -1.75266, -0.64414], [-2.18221, -2.07623, -4.73319], [-3.53303, -2.29319, -3.60467], [-2.33571, -3.58052, -3.80516], [-1.77578, -0.80937, -2.62061], [-0.57834, -2.07759, -2.83012], [-0.47769, -3.55308, 2.35449], [0.22667, -3.03760, 0.82113], [-1.56804, -5.49058, 1.26073], [0.15740, -5.50755, 0.86468], [-1.02215, -4.93088, -0.33084], [-4.77975, -1.82803, 1.40426], [-4.05290, -3.04310, 0.35325], [-5.74980, -0.69949, -0.64362], [-6.35521, -2.35516, -0.44037], [-5.09251, -2.00637, -1.63717], [0.36144, -0.75341, 2.99448], [0.45623, -1.46974, 4.74847], [-1.17897, -2.41979, 4.49587], [1.40368, -2.99820, 4.10227], [0.56055, -2.21112, 6.51113], [2.10983, -0.58020, 5.07225], [-0.49711, 0.00846, 5.47534]],
  "mulliken_charge": [-0.5301, -1.3530, 0.7434, -1.2875, 0.0909, -0.4079, -0.5779, -0.5666, -0.3857, 0.1522, 0.6523, -1.3035, -1.2892, 0.3928, 0.2226, 0.3327, 0.3271, 0.2804, 0.2938, 0.2089, 0.3469, 0.3425, 0.2365, 0.4061, 0.2598, 0.2588, 0.3199, 0.2929, 0.2896, -1.3947, 0.5763, -0.4552, 1.1887, -0.4473, 0.2268, -1.3260, -0.3334, -0.1377, -1.0247, 0.4146, 0.2536, 0.2909, -0.0167, -0.0077, 0.1287, 0.0935, 0.3064, 0.3995, 0.2433, 0.3456, 0.2128, 0.2749, 0.3844, 0.0793, -0.5288, 2.4189, -0.5878, -0.5931, -0.5784, -0.5766, -0.5788],
  "max_force_ev_per_a": 0.936,
  "homo_ev": [0.205, -1.887],
  "e_above_lowest_kcal_mol": 12.2,
  "multiplicity": 2,
  "charge": -2
}

Entry 6:
{
  "formula": "C10H13O3",
  "method": "wB97M-V/def2-TZVPD",
  "symbols": ["C", "C", "C", "C", "C", "C", "C", "O", "H", "H", "H", "H", "H", "H", "H", "H", "C", "C", "C", "O", "O", "H", "H", "H", "H", "H"],
  "positions_angstrom": [[0.03083, -1.91077, 2.65933], [0.34569, -0.08988, 0.96844], [0.87251, -1.16785, 1.66771], [1.13797, 0.67073, 0.10904], [2.18910, -1.52308, 1.38606], [2.42427, 0.26884, -0.18866], [2.95078, -0.85643, 0.43382], [3.20084, 1.05455, -1.03077], [-0.69566, 0.21305, 1.02916], [0.71632, 1.63477, -0.16676], [0.31987, -1.73208, 3.69622], [0.11812, -2.99955, 2.56921], [2.61843, -2.35103, 1.94660], [3.94788, -1.24753, 0.27592], [3.29521, 0.63866, -1.88698], [-1.01300, -1.65425, 2.53521], [-2.51558, 0.76450, -1.21409], [-2.25178, 0.65733, -2.70031], [-1.97675, 2.06999, -0.57984], [-1.49043, 2.92746, -1.34813], [-2.02410, 2.11091, 0.67909], [-3.54333, 0.65929, -0.94650], [-2.10110, -0.06227, -0.63375], [-2.74092, 1.47256, -3.23227], [-2.62901, -0.26961, -3.15419], [-1.18617, 0.72170, -2.87354]],
  "mulliken_charge": [-1.4216, -0.0510, 0.0589, -0.3142, -0.4501, 0.3070, -0.4859, -0.5550, 0.3567, 0.4803, 0.2999, 0.3385, 0.3384, 0.3845, 0.2952, 0.3366, -0.1482, -1.0874, 0.4632, -0.7332, -0.7524, 0.3937, 0.0974, 0.2413, 0.3875, 0.2200],
  "max_force_ev_per_a": 1.158,
  "homo_ev": -4.181,
  "e_above_lowest_kcal_mol": 21.7,
  "charge": -1
}